Formula: C35H35AsClN3O10STa
Source: the OMol25 dataset
Level of theory: ωB97M-V with the def2-TZVPD basis set

Geometry as ORCA input:
```
! RIJCOSX wB97M-V def2-TZVPD def2/J DEFGRID3
* xyz 3 1
Ta 14.2514 9.4937 14.4019
C 14.6509 10.4127 22.0685
O 14.1200 9.7523 20.9525
C 14.3651 10.3972 19.7817
C 15.0579 11.6192 19.6854
C 15.1865 12.1637 18.4072
C 14.8753 11.4225 17.2198
C 15.3962 11.8343 15.9726
C 16.1531 13.0801 15.7843
O 15.3336 11.0258 14.8821
C 14.0882 10.2323 17.3762
O 13.6847 9.5456 16.2866
C 13.8407 9.7403 18.6370
H 14.5261 9.7235 22.9023
H 14.1290 11.3578 22.3049
H 15.7289 10.6285 21.9624
H 15.4735 12.1839 20.5390
H 15.5138 13.1873 18.2414
H 17.2066 12.9897 16.0506
H 15.7572 13.9062 16.3823
H 16.0440 13.3517 14.7050
H 13.2632 8.8230 18.8214
N 20.5480 6.4333 16.1442
C 19.4257 6.2234 16.8556
S 19.3784 5.1674 18.1252
C 18.2666 7.0556 16.4526
C 16.9349 6.6507 16.6451
C 15.9092 7.3632 16.0919
N 16.1144 8.4780 15.3572
C 17.4004 8.9729 15.2860
C 18.4591 8.3135 15.8545
H 21.3313 5.8014 16.3202
H 20.4638 6.9148 15.2469
H 16.6746 5.8062 17.2819
H 14.9031 7.0201 16.1879
H 17.5468 9.8857 14.7322
H 19.3981 8.8520 15.8633
N 14.7523 8.6135 10.1909
C 16.1178 9.1847 10.4761
C 16.1582 9.2950 12.0388
O 17.0830 8.9690 12.7303
O 14.9653 9.7282 12.4883
H 14.7850 7.6930 9.6986
H 14.2017 9.2499 9.5927
H 14.2265 8.5213 11.0834
H 16.2182 10.1761 10.0349
H 16.8880 8.5438 10.0526
O 12.6210 10.3454 13.6785
As 11.1405 10.7140 12.7445
C 9.7669 9.3889 13.2870
C 9.5718 8.2216 12.5865
C 8.7524 7.2238 13.1229
C 8.0809 7.4275 14.3123
C 8.2029 8.6385 14.9857
C 9.0110 9.6221 14.4518
C 10.2289 12.3867 13.3018
C 10.9998 13.4080 13.8035
C 10.5623 14.7099 13.7764
C 9.2974 14.9716 13.2540
C 8.4608 13.9523 12.8332
C 8.9213 12.6442 12.8629
C 11.9017 11.0415 10.9133
C 12.9043 11.9744 10.7005
C 13.4374 12.1652 9.4359
C 12.9949 11.3618 8.3817
C 11.9782 10.4283 8.5885
C 11.4258 10.2681 9.8405
H 10.0971 8.0440 11.6296
H 8.6026 6.2743 12.5574
H 7.4330 6.6540 14.7485
H 7.6216 8.8423 15.9050
H 9.0413 10.6230 14.9174
H 11.9814 13.1817 14.2014
H 11.2058 15.5072 14.1354
H 8.9756 16.0075 13.1072
H 7.4398 14.2115 12.5307
H 8.3006 11.8110 12.5046
H 13.1693 12.6326 11.5163
H 14.1647 12.9584 9.2305
H 13.4508 11.4961 7.3739
H 11.5733 9.8679 7.7291
H 10.5212 9.6499 9.9449
O 12.5922 7.9196 14.3777
Cl 12.9626 6.9491 13.2109
O 12.5903 5.6027 13.6002
O 12.3868 7.4069 11.9415
O 14.4840 7.2072 13.2519
*
```

Its total energy is -5421.51382 Eh. The calculation puts the HOMO energy at -14.3535 eV. The frontier orbital gap is 4.8 eV.